Entry 1:
This record from OMol25 describes C12H14FNO5PtS as an isolated structure. The level of theory is ωB97M-V/def2-TZVPD.

Each line ends with the Mulliken charge.
Positions of all 35 atoms, in Å:
Pt: 7.7259 10.5113 4.9210  0.815
N: 10.1660 10.5305 4.8403  -0.421
C: 11.0898 9.5196 5.4822  -0.704
C: 12.1224 8.8077 4.4201  0.737
O: 12.6380 7.7664 4.8323  -0.736
O: 12.1633 9.4168 3.3436  -0.768
H: 10.5321 10.5517 3.8790  0.257
H: 10.1622 11.4655 5.2825  0.288
H: 10.5885 8.6647 6.0453  0.152
H: 11.7028 9.9638 6.2664  0.320
F: 6.9298 3.7927 5.9280  -0.367
C: 7.1147 4.9481 5.1993  0.391
C: 6.0100 5.7140 4.7913  -0.847
C: 6.2228 6.9472 4.2169  -0.176
C: 7.4781 7.4373 4.0502  0.320
C: 7.6416 8.8831 3.5352  -1.927
C: 8.5445 6.6829 4.5716  -0.186
C: 8.4031 5.4665 5.2042  -0.666
H: 5.0841 5.2127 4.8922  0.471
H: 5.3265 7.4312 3.8041  0.446
H: 6.7178 9.1357 3.1121  0.680
H: 8.4854 8.9406 2.8188  0.449
H: 9.5167 7.0863 4.4476  0.602
H: 9.2840 4.8659 5.5318  0.377
C: 6.2802 13.1637 4.3828  -1.065
C: 7.6567 12.6297 4.5789  0.586
O: 8.5835 13.3626 4.4276  -0.574
H: 5.7377 12.7869 3.5061  0.225
H: 6.2462 14.2540 4.3470  0.352
H: 5.7391 12.8190 5.2494  0.268
S: 7.6677 9.7361 6.9392  -0.444
O: 3.3714 8.8248 4.6749  -0.669
C: 4.4526 9.3387 4.9413  0.057
O: 4.9852 10.4537 4.4901  -0.504
H: 4.9139 8.7016 5.7670  0.261

Computed properties:
- Spin multiplicity: 5
- <S²>: 6.017
- Gap between HOMO and LUMO (alpha / beta): 6.131 / 6.469 eV
- Charge: -2
- HOMO energy (alpha / beta): -1.347 / -2.272 eV
- Energy relative to the best compared isomer or geometry (same formula, charge and spin): 18.7 kcal per mole

---

Entry 2:
This record from OMol25 describes a 2-piece molecular cluster, C4H15N2O2 overall. The level of theory is ωB97M-V/def2-TZVPD.

Each line ends with the Mulliken charge.
Positions of all 23 atoms, in Å:
N: 0.1110 -1.5703 -0.0074  -0.126
C: 0.2556 -0.0876 0.1076  -0.245
C: -0.7270 0.4976 -0.9176  -0.584
C: -0.8756 2.0345 -0.7970  -0.463
O: 0.0727 2.5641 0.1033  -0.519
C: 1.6630 0.3972 -0.1874  -0.404
N: 2.4122 -0.2050 0.8856  -0.500
H: 0.9693 -2.0124 0.4185  0.475
H: -0.6845 -1.9719 0.5353  0.292
H: 0.1074 -1.9025 -0.9358  0.351
H: 0.0136 0.3098 1.1048  0.277
H: -0.4020 0.1524 -1.8709  0.455
H: -1.6806 -0.0493 -0.5777  0.049
H: -0.6964 2.4764 -1.7659  0.211
H: -1.7410 2.3939 -0.3171  0.448
H: -0.2330 3.2945 0.6000  0.299
H: 1.7232 1.5477 -0.1061  0.254
H: 1.9995 -0.1603 -1.1128  0.370
H: 2.2644 0.1616 1.8355  0.175
H: 3.3906 -0.4578 0.6656  0.211
H: -3.2034 -2.0404 0.3294  0.329
H: -2.4727 -3.0349 1.3661  0.314
O: -2.2664 -2.3371 0.6440  -0.669

Computed properties:
- Spin multiplicity: 1
- Gap between HOMO and LUMO: 9.690 eV
- Charge: +1
- HOMO energy: -12.710 eV
- Energy relative to the best compared isomer or geometry (same formula, charge and spin): 48.4 kcal per mole

---

Entry 3:
This record from OMol25 describes one molecule with the formula C15H23N3O4S. The level of theory is ωB97M-V/def2-TZVPD.

Each line ends with the Mulliken charge.
Positions of all 46 atoms, in Å:
C: -2.9657 -2.3827 -1.0718  -1.251
C: -2.9554 -2.3529 0.4511  0.095
H: -1.9445 -2.1727 0.8150  -0.068
H: -3.2842 -3.3199 0.8355  0.407
C: -3.8848 -1.2673 1.0072  -0.954
C: -3.4676 0.0979 0.5632  0.556
C: -4.2582 0.9125 -0.1871  -0.514
C: -3.8184 2.2217 -0.5893  0.157
O: -4.4150 3.0427 -1.2492  -0.668
N: -2.5182 2.5172 -0.1256  -0.039
C: -1.8008 1.6402 0.6057  0.159
N: -2.2174 0.4757 0.9569  -0.066
S: -0.1851 2.1392 1.0802  -0.378
C: 0.3236 0.6654 1.9975  -0.911
H: -0.3508 0.5273 2.8410  0.497
H: 1.3336 0.8679 2.3633  0.452
C: 0.3724 -0.6164 1.1799  0.623
O: 0.2240 -1.6918 1.7140  -0.702
N: 0.6389 -0.4630 -0.1318  0.118
H: 0.7534 0.4632 -0.5155  0.254
C: 0.8974 -1.5881 -0.9968  -0.729
H: 0.7414 -2.4807 -0.3859  0.364
C: 2.3260 -1.5589 -1.5455  -0.769
C: 3.3494 -1.3868 -0.4208  -0.697
C: 3.3458 0.0073 0.1658  0.595
O: 3.3628 0.2605 1.3429  -0.629
O: 3.3436 0.9439 -0.7915  -0.292
C: 3.3997 2.3108 -0.3760  0.034
C: 4.8156 2.7289 -0.0100  -1.264
H: 5.1595 2.1619 0.8514  0.314
H: 5.4892 2.5497 -0.8446  0.311
H: 4.8285 3.7863 0.2368  0.401
H: 3.0307 2.8787 -1.2326  0.340
H: 2.7295 2.4547 0.4784  0.119
H: 3.1597 -2.0930 0.3885  0.308
H: 4.3535 -1.5650 -0.8121  0.367
H: 2.5146 -2.4957 -2.0708  0.441
H: 2.4363 -0.7397 -2.2577  0.384
H: 0.1796 -1.5942 -1.8235  0.323
H: -2.1432 3.4293 -0.3593  0.222
H: -5.2425 0.6097 -0.5039  0.407
H: -3.8384 -1.3008 2.0978  0.323
H: -4.9125 -1.4525 0.6914  0.345
H: -2.3198 -3.1766 -1.4394  0.378
H: -2.6135 -1.4359 -1.4767  0.248
H: -3.9725 -2.5579 -1.4463  0.388

Computed properties:
- SMILES: CCCc1cc(=O)[nH]c(SCC(=O)NCCCC(=O)OCC)n1
- Spin multiplicity: 1
- Gap between HOMO and LUMO: 9.285 eV
- HOMO energy: -8.908 eV
- Energy relative to the best compared isomer or geometry (same formula, charge and spin): 2.0 kcal per mole

---

Entry 4:
This record from OMol25 describes one molecule with the formula C3H5I. The level of theory is ωB97M-V/def2-TZVPD.

Each line ends with the Mulliken charge.
Positions of all 9 atoms, in Å:
C: 0.4056 0.6281 0.6355  -0.530
C: 0.1583 -0.8519 0.4002  -0.528
C: -0.5317 0.2914 -0.5055  -0.482
I: 0.1287 0.5640 -2.5226  -0.012
H: -0.1727 1.0082 1.5177  0.237
H: 1.3871 0.8026 0.2461  0.288
H: 0.8767 -1.5166 -0.0682  0.292
H: -0.7196 -1.2861 0.8835  0.251
H: -1.5325 0.3604 -0.5867  0.484

Computed properties:
- SMILES: IC1CC1
- Spin multiplicity: 1
- Gap between HOMO and LUMO: 9.587 eV
- HOMO energy: -8.941 eV
- Energy relative to the best compared isomer or geometry (same formula, charge and spin): 26.3 kcal per mole

---

| no. | M (Da) |
| --- | --- |
| 1 | 498.4 |
| 2 | 123.2 |
| 3 | 341.4 |
| 4 | 168.0 |